Entry 1:
DFT (wB97M-V/def2-TZVPD) results for a 2-piece molecular cluster, C4H13NS overall at a distorted geometry.

Geometry as ORCA input:
```
! wB97M-V def2-TZVPD RIJCOSX def2/J DEFGRID3
* xyz 0 1
C -0.46 1.30 1.85
C 0.96 0.86 1.49
C 1.36 1.33 0.10
S 0.52 0.58 -1.35
H -0.47 2.38 2.02
H -0.80 0.83 2.78
H -1.22 1.11 1.09
H 1.64 1.29 2.22
H 1.09 -0.23 1.55
H 2.41 1.10 -0.05
H 1.26 2.41 0.04
H -0.34 -0.51 -0.69
C -1.25 -2.66 -0.90
N -1.20 -1.46 -0.05
H -0.30 -3.18 -0.81
H -2.05 -3.32 -0.56
H -1.46 -2.37 -1.92
H -0.72 -1.61 0.83
H -2.09 -1.03 0.15
*
```

Output
Max |F| (eV/Å): 1.36
Highest occupied orbital energy (eV): -7.599
DFT total energy (Eh): -613.10529

These are the natural (NBO) partial charges, in e, on atoms 1 to 5: number 1, C, carries -0.62; number 2, C, carries -0.40; number 3, C, carries -0.51; number 4, S, carries -0.31; number 5, H, carries 0.21

=====

Entry 2:
DFT (wB97M-V/def2-TZVPD) results for a 2-piece molecular cluster, C4H13NS overall at a distorted geometry.

Geometry as ORCA input:
```
! wB97M-V def2-TZVPD RIJCOSX def2/J DEFGRID3
* xyz 1 2
C 1.65 0.51 1.39
N 1.19 0.16 0.04
C 1.87 0.92 -1.02
H 2.67 0.18 1.56
H 1.54 1.57 1.57
H 1.01 -0.01 2.11
H -0.21 0.60 0.00
H 1.34 -0.82 -0.13
H 1.52 1.95 -1.03
H 1.66 0.50 -2.00
H 2.96 0.91 -0.90
C -1.81 -1.56 -0.15
C -2.57 -0.25 -0.23
S -1.56 1.25 -0.03
H -1.18 -1.61 0.74
H -1.15 -1.67 -1.01
H -2.51 -2.39 -0.19
H -3.38 -0.11 0.49
H -3.04 -0.13 -1.21
*
```

Output
Max |F| (eV/Å): 1.86
Highest occupied orbital energy (spin up / spin down) (eV): -14.237 / -14.100
DFT total energy (Eh): -612.82230

These are the natural (NBO) partial charges, in e, on atoms 1 to 5: number 1, C, carries -0.43; number 2, N, carries -0.60; number 3, C, carries -0.43; number 4, H, carries 0.22; number 5, H, carries 0.22

=====

Entry 3:
DFT (wB97M-V/def2-TZVPD) results for a 2-piece molecular cluster, C4H13NS2 overall at a distorted geometry.

Geometry as ORCA input:
```
! wB97M-V def2-TZVPD RIJCOSX def2/J DEFGRID3
* xyz 1 2
C 1.86 2.15 1.35
N 0.98 1.26 0.60
C 1.61 0.85 -0.65
H 2.67 1.54 1.76
H 2.31 2.96 0.77
H 1.35 2.60 2.20
H 0.16 1.79 0.33
H 1.83 1.70 -1.30
H 0.97 0.19 -1.25
H 2.53 0.30 -0.44
C -1.38 -2.99 0.07
C -1.84 -1.54 0.08
S -1.74 -0.91 -1.63
S -2.25 1.06 -1.35
H -0.39 -3.13 -0.34
H -2.09 -3.58 -0.52
H -1.40 -3.38 1.08
H -1.23 -0.89 0.72
H -2.89 -1.46 0.35
H -1.06 1.49 -1.83
*
```

Output
Max |F| (eV/Å): 1.34
Highest occupied orbital energy (spin up / spin down) (eV): -12.529 / -12.429
DFT total energy (Eh): -1010.98973

These are the natural (NBO) partial charges, in e, on atoms 1 to 5: number 1, C, carries -0.43; number 2, N, carries -0.61; number 3, C, carries -0.42; number 4, H, carries 0.20; number 5, H, carries 0.18

=====

Entry 4:
DFT (wB97M-V/def2-TZVPD) results for a 2-piece molecular cluster, C4H13NSi overall at a distorted geometry.

Geometry as ORCA input:
```
! wB97M-V def2-TZVPD RIJCOSX def2/J DEFGRID3
* xyz 0 1
C 0.31 -0.59 -2.32
C 2.01 -2.07 -1.15
C -2.27 0.02 2.16
C 1.14 -0.92 -1.08
N 0.06 2.01 2.08
Si -0.66 0.73 1.20
H 0.35 -1.39 -3.06
H -0.74 -0.53 -1.94
H 0.37 0.54 -2.61
H 2.24 -2.25 -2.12
H 1.47 -2.81 -0.62
H 2.89 -1.88 -0.59
H -2.06 -0.96 2.58
H -2.69 0.66 2.93
H -2.99 -0.09 1.41
H -0.75 1.30 -0.10
H -0.04 2.98 1.67
H -0.12 1.91 3.00
H 0.36 -0.45 1.03
*
```

Output
Max |F| (eV/Å): 4.30
Highest occupied orbital energy (spin up / spin down) (eV): -7.265 / -7.318
DFT total energy (Eh): -504.27231

These are the natural (NBO) partial charges, in e, on atoms 1 to 5: number 1, C, carries -0.81; number 2, C, carries -0.79; number 3, C, carries -1.07; number 4, C, carries 0.20; number 5, N, carries -1.28

=====

Entry 5:
DFT (wB97M-V/def2-TZVPD) results for a 3-piece molecular cluster, C4H13O4 overall at a distorted geometry.

Geometry as ORCA input:
```
! wB97M-V def2-TZVPD RIJCOSX def2/J DEFGRID3
* xyz -1 1
C -0.55 0.38 1.38
C -0.83 1.74 0.75
C 0.22 2.22 -0.31
O 1.54 1.76 -0.15
C -1.31 -0.87 0.63
O -0.44 -1.65 -0.03
H 0.57 0.11 1.26
H -0.44 0.35 2.47
H -0.87 2.46 1.66
H -2.03 1.81 0.66
H -0.01 1.82 -1.37
H 0.30 3.29 -0.12
H -1.92 -0.28 -0.08
H -1.93 -1.66 1.36
H 0.61 -1.13 -0.68
H 1.61 0.81 -0.19
H 2.13 -1.63 -0.86
O 1.65 -0.87 -1.15
H -0.10 -2.77 -1.24
H 1.31 -2.76 -2.02
O 0.49 -3.14 -1.96
*
```

Output
Max |F| (eV/Å): 4.83
Highest occupied orbital energy (eV): -4.486
DFT total energy (Eh): -461.10928

These are the natural (NBO) partial charges, in e, on atoms 1 to 5: number 1, C, carries -0.49; number 2, C, carries -0.46; number 3, C, carries -0.07; number 4, O, carries -0.76; number 5, C, carries 0.01

=====

Entry 6:
DFT (wB97M-V/def2-TZVPD) results for a 3-piece molecular cluster, C4H13O4 overall at a distorted geometry.

Geometry as ORCA input:
```
! wB97M-V def2-TZVPD RIJCOSX def2/J DEFGRID3
* xyz -1 1
C 1.62 -1.31 0.35
O 1.52 -1.52 -1.05
C 1.58 0.09 0.99
C 0.64 1.20 0.57
C -0.95 0.99 0.65
O -1.52 1.02 -0.63
H 2.57 -1.78 0.58
H 0.74 -1.82 0.81
H 2.59 0.47 0.79
H 1.58 -0.05 2.08
H 0.99 1.64 -0.37
H 0.59 2.00 1.31
H -1.06 0.00 1.10
H -1.34 1.80 1.26
H -0.73 0.41 -1.53
H -2.70 0.05 -0.31
H -2.83 -1.31 0.52
O -3.25 -0.84 -0.20
H 0.84 -0.93 -1.48
H -0.74 -0.07 -3.08
O -0.14 -0.04 -2.34
*
```

Output
Max |F| (eV/Å): 3.18
Highest occupied orbital energy (eV): -4.512
DFT total energy (Eh): -461.16603

These are the natural (NBO) partial charges, in e, on atoms 1 to 5: number 1, C, carries -0.05; number 2, O, carries -0.78; number 3, C, carries -0.43; number 4, C, carries -0.45; number 5, C, carries -0.04

=====

Entry 7:
DFT (wB97M-V/def2-TZVPD) results for C4H14AlB2O2 as an isolated structure at a distorted geometry.

Geometry as ORCA input:
```
! wB97M-V def2-TZVPD RIJCOSX def2/J DEFGRID3
* xyz 0 2
Al -0.77 -2.17 -0.88
B -3.20 -4.15 -1.03
H -2.25 -4.39 -1.48
H -3.95 -4.22 -1.80
H -3.47 -4.78 -0.19
H -3.15 -3.14 -0.67
B 1.90 -1.33 -2.36
H 1.07 -1.59 -3.01
H 1.74 -0.31 -2.04
H 1.92 -2.02 -1.53
H 2.81 -1.22 -2.92
O -0.11 0.52 -0.29
C 0.32 1.34 0.48
O 1.60 1.84 0.53
C 1.85 2.96 1.50
C 0.51 3.09 2.16
C -0.45 1.99 1.58
H 2.24 3.88 1.07
H 2.58 2.64 2.24
H 0.20 4.09 1.84
H 0.60 3.16 3.24
H -1.31 2.54 1.19
H -0.71 1.26 2.35
*
```

Output
Max |F| (eV/Å): 5.37
Highest occupied orbital energy (spin up / spin down) (eV): -9.420 / -8.902
DFT total energy (Eh): -603.05376

These are the natural (NBO) partial charges, in e, on atoms 1 to 5: number 1, Al, carries 1.07; number 2, B, carries -0.76; number 3, H, carries -0.04; number 4, H, carries 0.03; number 5, H, carries 0.01

=====

Entry 8:
DFT (wB97M-V/def2-TZVPD) results for C4H14BLaO3P as an isolated structure at a distorted geometry.

Geometry as ORCA input:
```
! wB97M-V def2-TZVPD RIJCOSX def2/J DEFGRID3
* xyz 3 1
O 1.35 1.81 -0.15
C 0.74 2.27 1.14
C -0.76 1.64 1.34
C -0.71 0.09 1.62
C -1.60 -0.79 0.63
P -0.46 -1.64 -0.64
B 0.87 -2.27 -1.97
O 1.91 -3.06 -1.50
O 0.73 -1.92 -3.33
H 1.90 2.54 -0.55
H 0.61 3.40 1.17
H 1.39 2.01 1.99
H -1.31 1.78 0.34
H -1.27 2.14 2.18
H -0.96 -0.17 2.65
H 0.34 -0.23 1.44
H -2.33 -0.12 0.13
H -2.20 -1.53 1.19
H 0.35 -2.21 0.40
H -0.27 -0.25 -1.23
H -1.50 -2.45 -1.20
H 2.55 -2.45 -1.13
H 0.94 -0.99 -3.36
La -0.32 2.38 -1.19
*
```

Output
Max |F| (eV/Å): 8.25
Highest occupied orbital energy (eV): -18.805
DFT total energy (Eh): -782.96825

These are the Löwdin partial charges, in e, on atoms 1 to 5: number 1, O, carries -0.33; number 2, C, carries -0.14; number 3, C, carries -0.17; number 4, C, carries -0.19; number 5, C, carries -0.32

=====

Entry 9:
DFT (wB97M-V/def2-TZVPD) results for C4H14IN4O3 as an isolated structure at a distorted geometry.

Geometry as ORCA input:
```
! wB97M-V def2-TZVPD RIJCOSX def2/J DEFGRID3
* xyz -1 1
I 0.72 0.34 0.63
C -2.58 -0.77 -2.17
C -1.27 -0.23 -1.66
O -0.80 -0.90 -0.44
H -2.50 -1.85 -2.25
H -2.86 -0.26 -3.10
H -3.37 -0.44 -1.50
H -1.39 0.83 -1.43
H -0.44 -0.30 -2.37
H -0.27 -0.28 0.06
C -0.65 -2.53 1.79
O -1.58 -2.02 2.41
N 0.49 -2.01 1.57
N -0.61 -3.74 1.37
H 1.13 -2.54 0.99
H 0.57 -1.01 1.48
H -0.18 -3.99 0.49
H -1.36 -4.39 1.58
C 2.13 3.10 0.83
O 2.26 2.72 2.00
N 1.58 2.42 -0.09
N 2.54 4.25 0.32
H 1.81 2.63 -1.06
H 1.17 1.57 0.27
H 3.01 4.88 0.95
H 2.45 4.51 -0.65
*
```

Output
Max |F| (eV/Å): 17.46
Highest occupied orbital energy (eV): -2.390
DFT total energy (Eh): -902.78178

These are the natural (NBO) partial charges, in e, on atoms 1 to 5: number 1, I, carries -0.01; number 2, C, carries -0.62; number 3, C, carries -0.10; number 4, O, carries -0.76; number 5, H, carries 0.21

=====

Entry 10:
DFT (wB97M-V/def2-TZVPD) results for a 2-piece molecular cluster, C4H14N overall at a distorted geometry.

Geometry as ORCA input:
```
! wB97M-V def2-TZVPD RIJCOSX def2/J DEFGRID3
* xyz 0 2
C -0.24 -1.38 1.99
C -1.42 -0.43 2.03
H -0.46 -2.27 2.58
H 0.00 -1.85 1.03
H 0.68 -0.92 2.36
H -1.28 0.55 1.57
H -1.64 -0.11 3.06
H -2.31 -0.96 1.70
C 1.07 0.89 -1.90
C 1.22 -0.11 -0.72
N -0.37 1.34 -1.97
H 1.78 1.69 -1.74
H 1.35 0.43 -2.84
H 1.17 -1.12 -1.12
H 0.52 -0.07 0.11
H -0.52 1.91 -1.11
H -0.66 1.79 -2.86
H -1.07 0.51 -1.91
H 2.19 0.11 -0.28
*
```

Output
Max |F| (eV/Å): 1.30
Highest occupied orbital energy (spin up / spin down) (eV): -3.717 / -11.649
DFT total energy (Eh): -215.40806

These are the natural (NBO) partial charges, in e, on atoms 1 to 5: number 1, C, carries -0.62; number 2, C, carries -0.63; number 3, H, carries 0.21; number 4, H, carries 0.20; number 5, H, carries 0.20

=====

Entry 11:
DFT (wB97M-V/def2-TZVPD) results for a 2-piece molecular cluster, C4H14N overall at a distorted geometry.

Geometry as ORCA input:
```
! wB97M-V def2-TZVPD RIJCOSX def2/J DEFGRID3
* xyz 1 1
C -2.22 -0.01 -0.07
C -1.64 0.17 1.37
N -1.23 0.59 -1.05
H -2.25 -1.06 -0.31
H -3.10 0.61 -0.07
H -2.22 0.88 1.94
H -0.61 0.54 1.37
H -1.65 0.75 -1.97
H -0.72 1.44 -0.81
H -0.53 -0.11 -1.26
H -1.73 -0.73 1.96
C 2.38 0.01 -0.75
C 2.17 -0.80 0.52
H 2.38 -0.60 -1.66
H 1.53 0.66 -0.96
H 3.27 0.63 -0.75
H 2.82 -1.66 0.60
H 1.14 -1.20 0.55
H 2.22 -0.11 1.36
*
```

Output
Max |F| (eV/Å): 2.68
Highest occupied orbital energy (eV): -15.447
DFT total energy (Eh): -215.27947

These are the natural (NBO) partial charges, in e, on atoms 1 to 5: number 1, C, carries -0.22; number 2, C, carries -0.64; number 3, N, carries -0.67; number 4, H, carries 0.24; number 5, H, carries 0.24

=====

Entry 12:
DFT (wB97M-V/def2-TZVPD) results for a 2-piece molecular cluster, C4H14N overall at a distorted geometry.

Geometry as ORCA input:
```
! wB97M-V def2-TZVPD RIJCOSX def2/J DEFGRID3
* xyz 2 2
C 1.88 -2.91 2.25
C 0.68 -2.68 3.50
H 2.72 -3.43 2.68
H 1.26 -3.51 1.58
H 2.11 -1.89 1.91
H 0.82 -3.71 3.89
H -0.33 -2.52 3.15
H 1.04 -1.85 4.11
C -1.30 2.04 -3.34
N -1.36 2.39 -1.89
C -0.22 1.80 -1.06
H -0.26 2.16 -3.63
H -2.08 2.58 -3.87
H -1.49 0.97 -3.47
H -1.37 3.41 -1.76
H -2.22 2.19 -1.38
H 0.23 0.99 -1.62
H 0.53 2.57 -0.91
H -0.62 1.41 -0.14
*
```

Output
Max |F| (eV/Å): 1.33
Highest occupied orbital energy (spin up / spin down) (eV): -20.655 / -20.655
DFT total energy (Eh): -214.77469

These are the natural (NBO) partial charges, in e, on atoms 1 to 5: number 1, C, carries -0.33; number 2, C, carries -0.31; number 3, H, carries 0.26; number 4, H, carries 0.28; number 5, H, carries 0.27

=====

- Which formula does entry 3 have?
  C4H13NS2